No. 1
DFT (wB97M-V/def2-TZVPD) results for a cluster of 2 separate species, C4H13N3 in total.

Last column: natural (NBO) charge in e.
Cartesian coordinates (Å):
H: 2.7279 0.4467 1.1352  0.257
H: 2.8767 0.9544 -0.7109  0.250
C: -3.3015 -1.5085 0.1312  -0.438
H: -2.9214 2.7121 -0.1655  0.215
H: 4.9704 0.8360 -0.1976  0.457
N: 4.5577 -0.0954 -0.0320  -0.657
H: -3.3492 -2.5259 0.2538  0.247
H: -3.8885 -1.3986 -0.8314  0.249
C: -2.3129 1.9668 -0.4099  0.111
N: -1.9908 1.0464 0.4408  -0.465
H: 2.4588 -0.7862 0.0649  0.255
H: -2.3095 1.1700 1.3771  0.455
H: -1.9995 2.0658 -1.3629  0.220
H: -3.6016 -0.9249 0.9645  0.216
C: 3.0817 0.1591 0.0759  -0.472
H: -1.3354 -1.8789 -0.5914  0.430
H: 4.6296 -0.7515 -0.8085  0.465
N: -1.8861 -1.1005 -0.2100  -0.471
H: 4.8132 -0.3648 0.8479  0.443
C: -1.2197 -0.0219 0.0287  0.233

Computed properties:
**Largest force on an atom**: 4.30 eV/A
**LUMO energy (spin up / spin down)**: -0.275 / -0.275 hartree
**Net charge**: +2
**Energy above the lowest of the compared OMol25 structures with the same formula, charge and spin**: 4.2535 eV
**E**: -323.73667 a.u.

=====

No. 2
DFT (wB97M-V/def2-TZVPD) results for a structure of composition C3H4FN.

Last column: natural (NBO) charge in e.
Cartesian coordinates (Å):
H: 0.6182 -2.0346 -0.5333  0.208
H: -1.4407 0.0367 -2.2046  -0.048
C: 0.4956 -1.0343 -0.1637  -0.043
C: -0.6052 -0.1437 0.0481  0.404
H: 0.5749 1.7530 -0.0872  0.218
C: 0.4153 0.8664 0.5187  -0.336
F: -1.7948 -0.3700 0.5940  -0.307
H: 0.3339 1.1293 1.5758  0.211
N: 1.4028 -0.2029 0.2522  -0.307

Computed properties:
**Largest force on an atom**: 0.98 eV/A
**LUMO energy (spin up / spin down)**: -0.023 / -0.013 hartree
**Net charge**: 0
**Energy above the lowest of the compared OMol25 structures with the same formula, charge and spin**: 5.0501 eV
**E**: -271.11761 a.u.